ORCA calculation (ωB97M-V/def2-TZVPD) on a structure of composition C34H50MnN3O3PS3.

**Strongest force on any atom**: 0.79 eV Å⁻¹
**Expectation value of S²**: 0.806
**ΔE to the lowest compared entry with this formula, charge and spin**: 0.395 eV
**Total charge**: -2
**2S+1**: 2
**Gap between HOMO and LUMO (alpha / beta)**: 6.0 / 6.0 eV

```
95
Properties=species:S:1:pos:R:3:forces:R:3
Mn -0.493 0.011 -0.500 -0.23 0.18 0.74
C 2.861 -2.782 -2.685 0.02 0.01 0.00
C 2.350 -2.022 -1.461 -0.03 -0.02 0.00
C 2.413 -2.893 -0.205 -0.02 -0.02 0.00
C 3.096 -0.722 -1.242 0.05 0.07 -0.01
C 4.471 -0.764 -1.034 -0.01 -0.03 0.00
C 5.195 0.389 -0.804 0.05 0.00 0.01
C 4.528 1.600 -0.734 -0.04 -0.02 0.08
C 3.149 1.694 -0.913 -0.01 -0.07 0.06
C 2.538 3.076 -0.716 0.02 -0.01 -0.01
C 1.401 3.132 0.304 0.04 0.01 0.06
C 2.134 3.753 -2.029 -0.05 -0.01 0.01
C 2.429 0.519 -1.220 -0.10 0.01 -0.14
N 1.045 0.549 -1.531 -0.03 0.01 0.11
C 0.706 0.872 -2.833 -0.30 -0.05 -0.06
C -0.624 0.916 -3.094 0.28 0.02 -0.10
N -1.471 0.593 -2.043 0.28 0.01 -0.05
C -2.803 1.051 -2.207 0.12 0.01 0.03
C -3.057 2.439 -2.102 -0.04 -0.01 -0.02
C -4.342 2.926 -2.309 0.02 -0.01 -0.01
C -5.386 2.072 -2.619 -0.03 0.04 0.00
C -5.136 0.717 -2.716 0.01 -0.04 0.02
C -3.864 0.179 -2.516 -0.02 0.04 0.00
C -3.771 -1.337 -2.597 -0.02 0.00 -0.01
C -2.525 -1.923 -3.259 0.00 0.01 -0.02
C -4.022 -1.933 -1.207 -0.01 0.01 0.01
C -1.951 3.421 -1.762 0.01 -0.04 0.03
C -1.585 4.287 -2.968 -0.02 0.05 -0.01
C -2.317 4.303 -0.567 0.04 0.00 0.02
H 2.240 -3.663 -2.864 0.00 -0.01 0.01
H 3.892 -3.121 -2.543 0.00 0.00 -0.01
H 2.832 -2.154 -3.578 -0.01 0.00 0.00
H 1.304 -1.776 -1.642 0.01 0.00 -0.01
H 3.448 -3.165 0.031 0.00 -0.01 -0.01
H 1.837 -3.810 -0.347 -0.01 0.00 0.01
H 2.002 -2.364 0.657 0.01 0.02 -0.01
H 4.978 -1.724 -1.052 0.00 0.00 0.00
H 6.268 0.345 -0.649 0.00 0.00 0.00
H 5.082 2.504 -0.502 0.01 0.00 0.00
H 3.352 3.670 -0.285 0.02 0.02 -0.08
H 0.504 2.649 -0.073 -0.03 -0.02 -0.03
H 1.163 4.176 0.528 -0.01 0.00 0.00
H 1.665 2.630 1.236 0.01 0.00 -0.01
H 1.218 3.313 -2.424 0.01 -0.02 -0.02
H 2.915 3.648 -2.787 0.01 0.01 0.01
H 1.958 4.820 -1.863 -0.02 -0.01 0.01
H 1.472 1.053 -3.579 0.01 0.02 0.00
H -1.031 1.190 -4.062 -0.02 -0.01 0.00
H -4.525 3.991 -2.224 -0.01 0.00 0.00
H -6.386 2.460 -2.782 0.00 0.00 0.00
H -5.948 0.037 -2.957 0.00 0.01 0.00
H -4.620 -1.633 -3.228 0.01 -0.01 0.01
H -1.640 -1.807 -2.643 0.03 0.01 0.03
H -2.328 -1.443 -4.221 -0.01 0.00 0.01
H -2.682 -2.992 -3.429 0.00 0.00 0.00
H -3.312 -1.534 -0.485 -0.01 -0.01 0.00
H -3.907 -3.019 -1.219 0.00 0.00 0.00
H -5.030 -1.686 -0.864 0.00 0.00 0.00
H -1.073 2.835 -1.488 -0.01 -0.02 -0.01
H -2.434 4.909 -3.270 -0.01 -0.01 0.00
H -1.291 3.672 -3.819 0.01 -0.02 0.00
H -0.750 4.949 -2.723 0.00 0.00 0.00
H -3.140 4.981 -0.809 -0.01 0.00 0.02
H -1.458 4.914 -0.276 0.00 0.00 -0.02
H -2.606 3.704 0.296 0.00 0.00 -0.02
O -2.240 1.400 1.495 -0.08 0.11 0.06
C -1.587 0.817 0.766 -0.13 -0.14 -0.18
C -0.239 -3.540 3.137 -0.03 -0.03 0.03
C -1.011 -2.563 4.006 -0.01 -0.04 -0.02
C -2.080 -1.816 3.230 0.00 0.01 -0.07
O -0.079 -1.712 4.697 0.04 0.02 0.07
P 0.413 -0.223 4.276 -0.05 0.05 0.08
S -0.829 1.158 4.899 -0.01 -0.01 0.02
S 1.006 -0.187 2.384 0.19 0.07 -0.38
O 1.703 -0.150 5.259 0.01 0.02 -0.03
C 2.698 -1.144 5.517 0.01 0.00 0.03
C 2.252 -2.032 6.671 0.00 0.00 0.00
C 3.139 -1.956 4.311 -0.03 -0.02 -0.04
H -0.915 -4.242 2.647 0.00 0.01 0.01
H 0.475 -4.103 3.743 0.01 0.00 0.00
H 0.303 -2.998 2.362 0.01 0.01 -0.01
H -1.495 -3.114 4.820 -0.01 0.00 -0.01
H -1.644 -1.308 2.369 -0.03 -0.04 0.06
H -2.579 -1.080 3.857 -0.01 0.01 0.01
H -2.809 -2.541 2.859 0.00 0.00 -0.01
H 3.557 -0.553 5.854 -0.01 0.00 0.00
H 1.408 -2.649 6.366 0.00 0.00 0.00
H 1.941 -1.418 7.517 0.00 0.01 0.00
H 3.076 -2.679 6.987 0.00 0.01 -0.01
H 2.326 -2.575 3.931 0.02 0.00 0.02
H 3.964 -2.606 4.616 0.00 0.00 0.00
H 3.467 -1.313 3.496 0.01 0.01 0.01
S -1.208 -4.657 -0.298 0.02 0.17 -0.04
C -1.027 -3.030 -0.178 -0.11 -0.15 0.07
N -0.928 -1.871 -0.088 0.17 -0.16 -0.25
```
Forces are in eV/Å.